Entry 1:
Below is one molecule with the formula C20H24FN3O3 in a non-equilibrium geometry, with properties calculated with the ωB97M-V functional and the def2-TZVPD basis.

Output
Energy relative to the best compared isomer or geometry (same formula, charge and spin) (kcal per mole): 10.5
HOMO (eV): -9.18
LUMO (eV): 0.7
Gap between HOMO and LUMO (eV): 9.835

Element x y z (Å)
C  -4.9602  -1.3325  -0.4728
C  -3.7552  -1.6477  0.3255
C  -2.7975  -0.8040  0.8408
C  -2.7621  0.6727  0.8165
O  -3.8153  1.2879  0.7255
N  -1.5688  1.3002  0.9254
C  -0.2671  0.7189  0.7077
H  -0.3065  -0.3606  0.8115
C  0.2773  1.1200  -0.6729
C  0.3299  2.6514  -0.7419
C  -1.0282  3.2732  -0.4223
C  -1.5462  2.7500  0.9162
H  -2.5624  3.1006  1.1020
H  -0.8917  3.0843  1.7287
H  -1.7477  3.0303  -1.2046
H  -0.9400  4.3593  -0.3745
H  0.6625  2.9663  -1.7321
H  1.0660  3.0068  -0.0157
H  1.3020  0.7413  -0.7549
C  -0.5477  0.5361  -1.8278
C  -0.4543  -0.9914  -1.9563
C  1.0049  -1.4097  -1.9674
O  1.7779  -1.0972  -2.8473
N  1.3819  -2.1525  -0.8970
H  0.7307  -2.3120  -0.1446
C  2.7823  -2.3673  -0.5876
C  3.2884  -1.2302  0.2651
C  2.8059  -1.0584  1.5572
C  3.1748  0.0052  2.3562
C  4.0556  0.9439  1.8459
C  4.5467  0.8051  0.5588
C  4.1641  -0.2713  -0.2240
H  4.5356  -0.3707  -1.2322
H  5.2277  1.5409  0.1599
H  4.3535  1.7835  2.4549
H  2.7731  0.0873  3.3539
F  1.9240  -1.9656  2.0472
H  3.3245  -2.3981  -1.5340
H  2.8867  -3.3222  -0.0663
H  -0.9074  -1.2866  -2.9039
H  -0.9955  -1.4902  -1.1527
H  -0.1751  0.9719  -2.7564
H  -1.5983  0.8108  -1.7182
H  0.4108  1.1023  1.4800
O  -1.8808  -1.5844  1.4908
C  -2.3229  -2.8346  1.3339
N  -3.4103  -2.9326  0.6491
H  -1.7654  -3.6401  1.7689
H  -5.1462  -0.2633  -0.4446
H  -4.8200  -1.6578  -1.5029
H  -5.8139  -1.8693  -0.0663

Partial atomic charges computed with the Mulliken method, in multiples of e: -1.334 1.087 0.566 0.471 -0.729 0.192 -1.248 0.310 1.407 -1.315 -0.596 -1.083 0.511 0.369 0.294 0.450 0.441 0.415 -0.269 -1.204 0.005 0.206 -0.678 -0.044 0.227 -1.415 0.587 0.762 -0.617 -0.356 -0.738 -0.326 0.394 0.401 0.412 0.481 -0.462 0.478 0.335 0.465 -0.209 0.503 0.449 0.247 -0.424 -0.234 -0.616 0.471 0.293 0.287 0.384

***

Entry 2:
Below is C24H33N3ORuSeSi as an isolated structure in a non-equilibrium geometry, with properties calculated with the ωB97M-V functional and the def2-TZVPD basis.

Output
Energy relative to the best compared isomer or geometry (same formula, charge and spin) (kcal per mole): 0.0
2S+1: 6
HOMO (spin up / spin down) (eV): -10.39 / -10.30
LUMO (spin up / spin down) (eV): -2.6 / -4.7
Gap between HOMO and LUMO (spin up / spin down) (eV): 7.796 / 5.612
Charge: +1

Element x y z (Å)
Ru  -0.3007  -0.7491  0.3642
C  -1.7365  0.9950  3.8034
C  -0.2717  1.0436  3.5024
C  0.6345  1.5597  4.4287
C  1.9755  1.6678  4.0822
C  2.4008  1.2286  2.8482
C  1.4572  0.6486  1.9752
N  0.1390  0.6133  2.3187
N  1.6897  0.0882  0.7932
Si  3.0592  -0.2597  -0.2010
C  3.4163  1.2705  -1.2902
C  2.3298  -1.7155  -1.2177
C  4.6513  -0.7631  0.7126
H  -1.9049  0.8250  4.8633
H  -2.2247  0.2139  3.2235
H  -2.1928  1.9479  3.5342
H  0.2872  1.8872  5.3946
H  2.6799  2.0853  4.7873
H  3.4321  1.2856  2.5483
H  2.5144  1.8126  -1.5583
H  3.9029  0.9587  -2.2072
H  4.0814  1.9621  -0.7830
H  2.0544  -1.4203  -2.2258
H  1.4236  -2.1103  -0.7192
H  3.0295  -2.5399  -1.2969
H  4.9283  -0.0286  1.4623
H  5.4761  -0.8272  0.0092
H  4.5552  -1.7243  1.2081
O  -1.3728  1.4760  -0.3576
C  -1.1425  1.6384  -1.7502
C  -1.5306  0.3590  -2.4454
C  -2.3086  0.3367  -3.5937
C  -2.5630  -0.8788  -4.2074
C  -2.0111  -2.0311  -3.6661
C  -1.2654  -1.9245  -2.5053
N  -1.0418  -0.7591  -1.9032
H  -1.0144  2.2367  0.1176
H  -0.0721  1.8181  -1.9435
H  -1.7276  2.4836  -2.1308
H  -2.7081  1.2528  -3.9963
H  -3.1663  -0.9241  -5.1003
H  -2.1583  -2.9908  -4.1346
H  -0.8095  -2.7936  -2.0406
C  -6.2399  -4.4129  3.5456
C  -4.8854  -4.0157  3.0538
C  -4.7080  -2.9110  2.2325
C  -3.4617  -2.5444  1.7420
C  -3.4082  -1.3822  0.7941
C  -2.3399  -3.2994  2.1186
Se  -0.5656  -2.9013  1.5109
C  -2.4893  -4.3983  2.9900
C  -1.3010  -5.1643  3.4762
C  -3.7569  -4.7437  3.4191
H  -7.0246  -4.0019  2.9159
H  -6.3942  -4.0419  4.5596
H  -6.3371  -5.4964  3.5708
H  -5.5682  -2.3220  1.9491
H  -4.1655  -0.6454  1.0546
H  -3.6022  -1.7240  -0.2251
H  -2.4149  -0.8744  0.8047
H  -0.6431  -5.4402  2.6528
H  -1.6025  -6.0596  4.0112
H  -0.7214  -4.5359  4.1517
H  -3.8732  -5.5934  4.0748

Partial atomic charges computed with the Mulliken method, in multiples of e: 0.519 -1.222 0.387 -0.827 -0.501 -0.930 0.743 0.384 0.266 -0.158 -1.019 -0.764 -1.139 0.452 0.105 0.257 0.475 0.433 0.383 0.219 0.387 0.330 0.313 -0.102 0.481 0.351 0.375 0.319 -0.450 -0.416 0.505 -0.799 -0.387 -0.832 -0.502 0.476 0.256 0.036 0.431 0.446 0.435 0.444 0.465 -1.503 0.492 -1.100 1.073 -0.409 0.099 0.047 0.965 -1.701 -0.897 0.367 0.312 0.400 0.399 0.380 0.453 -0.524 0.391 0.392 0.349 0.390

***

Entry 3:
Below is C40H44FN6O5P2RuS as an isolated structure in a non-equilibrium geometry, with properties calculated with the ωB97M-V functional and the def2-TZVPD basis.

Output
Energy relative to the best compared isomer or geometry (same formula, charge and spin) (kcal per mole): 27.2
2S+1: 6
HOMO (spin up / spin down) (eV): -6.64 / -7.23
LUMO (spin up / spin down) (eV): -0.3 / -1.2
Gap between HOMO and LUMO (spin up / spin down) (eV): 6.296 / 6.077

Element x y z (Å)
Ru  0.1494  0.1449  -0.2661
C  -5.3254  4.4687  -2.0693
C  -4.2091  5.2587  -1.8410
C  -2.9799  4.6765  -1.5592
C  -2.8635  3.2902  -1.4962
C  -3.9837  2.5000  -1.7507
C  -5.2076  3.0858  -2.0320
P  -1.3247  2.4150  -0.9732
C  -0.1562  3.8252  -0.9528
C  0.4835  4.1436  -2.1493
C  1.4488  5.1367  -2.1945
C  1.7759  5.8364  -1.0395
C  1.1191  5.5482  0.1478
C  0.1583  4.5470  0.1928
C  -1.7429  2.0943  0.7751
C  -2.5481  2.8590  1.6187
C  -2.7702  2.4126  2.9121
C  -2.1993  1.2220  3.3558
C  -1.4054  0.4582  2.5100
C  -1.1733  0.8832  1.2020
H  -6.2828  4.9275  -2.2800
H  -4.2941  6.3377  -1.8791
H  -2.1181  5.3071  -1.3863
H  -3.8856  1.4196  -1.7242
H  -6.0753  2.4660  -2.2243
H  0.2205  3.6053  -3.0536
H  1.9625  5.3620  -3.1212
H  2.5370  6.6057  -1.0714
H  1.3529  6.1111  1.0438
H  -0.3420  4.3196  1.1263
H  -2.9932  3.7856  1.2711
H  -3.3937  2.9900  3.5840
H  -2.3824  0.8846  4.3695
H  -0.9583  -0.4629  2.8692
C  0.1947  0.5950  -3.8215
C  1.4098  0.2508  -3.0175
C  2.6902  0.6595  -3.4124
C  3.7975  0.1806  -2.7615
C  3.6402  -0.7467  -1.7105
C  4.7238  -1.3461  -1.0491
C  4.4995  -2.2937  -0.0777
C  3.2017  -2.6585  0.2841
C  2.1017  -2.0561  -0.3050
S  0.4809  -2.3820  0.2446
C  2.3150  -1.0969  -1.3349
N  1.2266  -0.5598  -1.9752
H  0.3296  1.5295  -4.3647
H  -0.6805  0.6587  -3.1771
H  0.0213  -0.1986  -4.5527
H  2.7914  1.3463  -4.2438
H  4.7973  0.4780  -3.0593
H  5.7319  -1.0558  -1.3205
H  5.3421  -2.7519  0.4240
H  3.0317  -3.3871  1.0641
C  -4.4661  -0.7713  0.8440
N  -3.9557  -1.9068  0.0751
C  -3.3554  -2.9459  0.9125
P  -3.1833  -1.5752  -1.3667
O  -1.9218  -0.7919  -1.3250
N  -2.9655  -3.0304  -2.1245
C  -1.6780  -3.4853  -2.6183
C  -4.0471  -3.9936  -2.2008
N  -4.3531  -0.6977  -2.1908
C  -3.9054  -0.1936  -3.4876
C  -5.7695  -1.0122  -2.1460
H  -3.7323  -0.4089  1.5651
H  -5.3652  -1.0765  1.3871
H  -4.7237  0.0521  0.1810
H  -2.6462  -2.5216  1.6296
H  -2.8193  -3.6650  0.2955
H  -4.1408  -3.4707  1.4616
H  -0.9211  -2.7371  -2.4050
H  -1.7178  -3.6545  -3.7003
H  -1.3834  -4.4211  -2.1339
H  -4.9466  -3.5850  -1.7444
H  -3.7880  -4.9193  -1.6750
H  -4.2671  -4.2533  -3.2412
H  -2.8181  -0.1848  -3.5159
H  -4.2603  0.8301  -3.6381
H  -4.2714  -0.8175  -4.3110
H  -6.0328  -1.3986  -1.1640
H  -6.0570  -1.7469  -2.9084
H  -6.3462  -0.1006  -2.3270
F  6.4129  3.7273  1.8101
C  5.2793  3.3040  1.2409
C  4.2271  2.9766  2.0068
N  3.0387  2.5421  1.4795
C  1.9445  2.1395  2.3583
C  2.0195  0.5907  2.5725
O  2.4878  0.1975  3.6340
O  1.6313  -0.0861  1.5728
C  2.9101  2.3456  0.1336
O  1.8940  1.9063  -0.3958
N  3.9834  2.7328  -0.6207
C  5.2292  3.2116  -0.2028
O  6.0927  3.4859  -1.0037
H  4.2851  3.0404  3.0838
H  0.9968  2.3786  1.8806
H  2.0462  2.6491  3.3119
H  3.8722  2.5953  -1.6126

Mulliken atomic charge list, values in e, 99 entries: -0.742 -0.799 -0.843 -0.771 -0.271 0.786 -0.699 0.934 0.619 -0.409 -0.866 -0.588 -0.757 -0.126 1.589 -0.514 -0.809 -0.813 -0.598 -0.514 0.391 0.423 0.407 0.131 0.317 0.456 0.413 0.403 0.436 0.296 0.529 0.373 0.414 0.533 -0.499 0.739 -0.680 -1.213 1.005 -0.878 -0.821 -0.588 0.709 -0.327 0.152 0.061 0.433 -0.478 0.366 0.544 0.348 0.426 0.384 0.462 -0.645 0.089 -0.818 -0.960 1.165 0.676 -0.516 -1.150 0.736 -1.224 -1.201 0.058 0.394 0.205 0.105 0.359 0.305 -0.249 0.216 0.293 0.345 0.374 0.314 0.232 0.421 0.304 0.401 0.270 0.287 -0.321 0.228 -0.171 0.317 0.025 -0.053 -0.758 -0.122 -1.458 1.733 0.058 0.360 -0.670 0.449 -0.641 0.586

***

Entry 4:
Below is C20H40F6LiO15P as an isolated structure in a non-equilibrium geometry, with properties calculated with the ωB97M-V functional and the def2-TZVPD basis.

Output
Energy relative to the best compared isomer or geometry (same formula, charge and spin) (kcal per mole): 77.5
HOMO (eV): -10.54
LUMO (eV): 0.1
Gap between HOMO and LUMO (eV): 10.613

Element x y z (Å)
Li  -0.1084  -0.3311  0.6394
P  1.5519  -1.8757  3.9512
F  3.1433  -1.7694  3.7635
F  1.4392  -3.3619  3.3643
F  1.8214  -2.4416  5.4666
F  -0.1321  -2.0453  4.1240
F  1.5822  -0.2972  4.4170
F  1.3654  -1.3822  2.4389
C  0.0331  2.5513  5.4583
C  -0.3614  2.1027  4.0169
O  -1.6992  1.5782  3.9860
C  -2.0135  0.8488  2.8873
O  -1.2398  0.4375  2.0484
O  -3.3294  0.6693  2.9642
C  -4.0706  -0.1804  2.0099
H  0.9744  3.0979  5.4029
H  0.1248  1.6731  6.0975
H  -0.7871  3.1710  5.8207
H  0.3853  1.4416  3.5771
H  -0.2900  2.9326  3.3139
H  -4.5398  -0.9992  2.5554
H  -3.4691  -0.3305  1.1134
H  -4.9127  0.3629  1.5812
C  4.4471  -3.6982  0.7942
C  3.3173  -2.7396  0.3507
O  3.2314  -2.6802  -1.0704
C  2.2416  -2.0145  -1.6188
O  1.3351  -1.3082  -0.9959
O  2.3364  -2.1883  -2.9753
C  1.5914  -1.3372  -3.9037
H  4.6741  -3.7282  1.8598
H  5.4125  -3.2770  0.5139
H  4.3705  -4.7196  0.4216
H  3.4254  -1.7070  0.6827
H  2.3576  -3.0754  0.7436
H  2.3613  -0.5918  -4.1028
H  0.6755  -0.8257  -3.6076
H  1.2986  -1.8931  -4.7944
C  -1.4481  2.8990  -4.6026
C  -1.7692  1.4103  -4.3984
O  -1.0790  0.9379  -3.2944
C  -1.4273  1.2832  -2.0025
O  -0.8238  0.9396  -0.9833
O  -2.4259  2.1246  -1.9220
C  -2.8260  2.6458  -0.6193
H  -0.4164  3.1650  -4.8328
H  -1.7088  3.4839  -3.7205
H  -1.8484  3.2808  -5.5418
H  -1.4788  0.8292  -5.2737
H  -2.8409  1.2643  -4.2638
H  -3.5901  2.0665  -0.1010
H  -3.3838  3.5647  -0.7996
H  -2.1578  2.8564  0.2157
C  -4.1612  -1.0912  -2.4557
C  -3.0491  -2.1489  -2.6579
O  -2.7926  -3.0931  -1.6258
C  -2.0686  -2.7488  -0.5100
O  -1.6517  -1.6277  -0.2137
O  -1.7307  -3.8906  0.1181
C  -1.1216  -3.8510  1.3345
H  -4.2510  -0.3024  -3.2026
H  -4.1887  -0.4853  -1.5500
H  -5.1273  -1.5956  -2.4367
H  -2.1174  -1.5894  -2.7417
H  -3.2436  -2.5842  -3.6382
H  -1.6433  -3.1324  1.9666
H  -0.1126  -3.4500  1.2392
H  -1.0143  -4.8216  1.8188
C  2.3599  3.3133  -3.1657
C  1.9317  2.5490  -1.8526
O  2.9333  2.4110  -0.8668
C  2.5873  1.8019  0.2368
O  1.4932  1.1944  0.4638
O  3.4885  2.1259  1.2634
C  3.5091  1.3800  2.5587
H  1.5915  3.3173  -3.9388
H  3.1815  2.8229  -3.6879
H  2.6856  4.3070  -2.8582
H  1.5488  1.5611  -2.1088
H  1.1681  3.1322  -1.3379
H  4.5250  1.3825  2.9539
H  3.0874  0.3775  2.4863
H  2.8631  1.9168  3.2533

Partial atomic charges computed with the Mulliken method, in multiples of e: 1.033 1.534 -0.356 -0.374 -0.353 -0.395 -0.345 -0.588 -1.399 0.356 -0.410 0.292 0.029 -0.449 -0.296 0.381 0.285 0.417 -0.192 0.329 0.373 -0.183 0.301 -1.558 0.908 -0.422 0.525 -0.145 -0.427 -0.458 0.392 0.402 0.344 -0.108 -0.239 0.344 0.008 0.332 -1.029 -0.198 0.069 -0.093 0.549 -0.399 -0.852 0.059 0.277 0.435 0.412 0.099 0.193 0.451 0.290 -1.024 0.477 -0.402 0.284 -0.015 -0.416 -0.234 0.342 0.038 0.401 -0.306 0.394 0.262 -0.154 0.324 -1.173 0.540 -0.369 0.344 -0.110 -0.457 -0.259 0.100 0.370 0.367 -0.154 0.189 0.326 0.027 0.136